{
  "formula": "C2H21N2O7",
  "method": "ωB97M-V/def2-TZVPD",
  "species": ["O", "O", "O", "O", "O", "O", "O", "N", "N", "C", "C", "H", "H", "H", "H", "H", "H", "H", "H", "H", "H", "H", "H", "H", "H", "H", "H", "H", "H", "H", "H", "H"],
  "xyz": [[-2.444, 0.704, -1.228], [0.123, -0.220, -2.971], [1.387, -1.439, 2.602], [-1.879, -1.536, 0.184], [-0.335, -3.236, -1.076], [2.104, -2.294, -1.524], [2.564, 0.905, 0.010], [0.102, 1.840, 3.000], [-0.582, 2.567, -0.587], [-0.751, 2.276, 0.818], [0.220, 2.352, 1.727], [1.023, 1.626, 3.383], [-0.844, -0.205, -2.880], [0.263, 3.094, -0.901], [0.654, -2.070, 2.605], [0.246, -3.976, -0.931], [2.417, 0.004, -0.304], [2.281, 1.003, 0.902], [-1.251, -2.013, -0.405], [-0.732, 1.623, -0.973], [-0.462, 1.070, 3.242], [-1.652, 1.657, 1.025], [-2.589, 0.051, -0.495], [1.858, -1.470, -1.970], [0.441, 0.075, -2.098], [2.628, -2.217, -0.674], [-0.622, -3.502, -1.935], [1.123, 2.885, 1.390], [-3.279, 1.174, -1.289], [2.123, -2.029, 2.436], [-1.410, 3.055, -0.867], [-2.725, -1.756, -0.214]],
  "e_homo_ev": -12.6,
  "charge": 1,
  "de_lowest_kj_mol": 320.0,
  "orbital_gap_ha": 0.3527,
  "mol_weight_g_mol": 185.2
}